1.
{"formula": "C3H7NO", "method": "wB97M-V/def2-TZVPD", "symbols": ["H", "C", "H", "C", "C", "H", "O", "H", "H", "H", "N", "H"], "xyz": [[1.017, 2.007, -1.511], [-0.218, -4.687, 3.074], [-1.017, 4.888, -2.781], [-0.459, 3.991, -2.506], [0.902, 3.707, -2.435], [0.748, -4.722, 3.621], [1.492, 2.754, -1.607], [-0.951, 3.092, -1.855], [-1.680, -6.054, 3.136], [1.718, 4.327, -2.862], [-1.203, -5.315, 3.621], [-0.348, -3.988, 2.106]], "atomic_forces_ev_per_a": [[-2.91, -3.90, 0.57], [1.91, 1.90, -2.39], [0.54, -0.58, -0.42], [2.32, -3.93, 2.77], [-1.60, 1.69, 0.34], [-0.03, 0.84, -0.57], [2.19, 4.44, -1.82], [0.27, 2.62, -1.65], [-0.57, 0.01, -0.75], [-0.82, -0.35, 0.22], [-2.02, -1.61, 2.24], [0.71, -1.13, 1.47]], "nbo_charge": [0.476, -0.397, 0.232, -0.540, 0.152, 0.087, -0.688, 0.190, 0.280, 0.175, -1.003, 0.035], "s_squared": 0.753, "multiplicity": 2, "max_force_ev_per_a": 5.336, "e_tot_ha": -248.3157, "gap_ev": [1.752, 3.797], "e_above_lowest_ev": 3.827, "e_lumo_ev": [2.52, 2.51], "homo_energy_ha": [0.02833, -0.04719], "total_charge": -1}

2.
{"formula": "C35H25N5O3S2SiV", "method": "wB97M-V/def2-TZVPD", "symbols": ["C", "S", "C", "C", "C", "C", "C", "C", "O", "C", "H", "H", "N", "H", "H", "H", "H", "H", "H", "H", "C", "C", "C", "H", "H", "C", "C", "C", "H", "H", "Si", "C", "C", "C", "H", "N", "C", "C", "C", "C", "C", "H", "C", "O", "H", "H", "C", "N", "C", "C", "C", "H", "C", "C", "H", "H", "H", "O", "N", "N", "C", "C", "S", "H", "C", "H", "C", "C", "H", "H", "V", "C"], "xyz": [[0.086, -0.273, 6.161], [-2.636, 0.079, 1.675], [-0.512, -4.456, -1.481], [-2.345, 1.807, 1.475], [1.526, -1.438, -2.844], [1.779, 2.639, -0.961], [0.301, 0.057, 7.484], [-3.233, 3.064, -2.892], [3.440, -1.442, 5.230], [-1.151, 2.418, 1.653], [3.153, 4.187, -0.407], [1.478, -3.376, -5.620], [-0.976, 4.989, 1.289], [2.872, -2.917, -3.625], [1.084, 1.713, -4.145], [1.763, 0.144, 9.058], [-0.428, -5.204, -2.258], [-1.126, 3.270, -2.569], [-3.359, 4.100, -3.179], [1.564, -4.567, -0.915], [1.113, -0.782, 5.365], [2.608, -0.616, 7.256], [-1.717, -3.825, -1.231], [-0.879, -0.130, 5.693], [1.509, 2.413, 0.067], [2.449, 3.253, -3.586], [1.529, 2.251, -3.314], [1.941, -2.382, -3.772], [-2.670, -2.310, -0.006], [2.153, -1.240, -1.980], [-0.105, 0.598, -1.726], [-3.515, 2.596, 1.152], [2.705, 3.642, -1.229], [-1.972, 2.593, -2.542], [-0.502, 0.457, 8.087], [-0.697, -2.519, 0.478], [-2.905, 0.433, -2.089], [0.602, -4.103, -0.741], [1.575, -0.118, 8.023], [0.337, -0.719, -3.005], [-1.070, 3.852, 1.442], [-0.630, -2.126, -5.955], [1.572, -2.733, 1.153], [-0.081, -0.074, -0.248], [-2.793, -0.595, -1.761], [-1.349, -0.444, -4.312], [1.173, 1.928, -1.998], [-4.452, 3.224, 0.922], [-4.163, 0.895, -2.439], [-1.765, -2.857, -0.242], [-4.325, 2.214, -2.843], [-2.609, -4.064, -1.792], [2.390, -0.956, 5.919], [-1.784, 1.270, -2.137], [-5.021, 0.238, -2.371], [3.135, -1.635, 4.314], [3.602, -0.750, 7.662], [-0.350, -0.884, 3.498], [1.237, -1.804, 1.964], [1.792, -1.619, 3.203], [1.161, -2.638, -4.892], [0.814, -1.093, 3.956], [0.324, 1.632, 2.162], [3.758, 4.735, -2.745], [0.484, -3.119, 0.223], [2.707, 3.487, -4.611], [3.040, 3.950, -2.538], [-0.022, -1.938, -5.079], [-5.311, 2.585, -3.091], [2.488, -3.305, 1.264], [-0.368, -0.677, 1.489], [-0.424, -0.986, -4.147]], "atomic_forces_ev_per_a": [[-0.03, 0.05, 0.01], [-0.07, 0.11, -0.05], [0.12, -0.01, -0.06], [-0.63, -0.17, -0.11], [0.06, 0.00, -0.02], [-0.05, 0.02, 0.01], [0.07, -0.03, -0.06], [0.09, -0.03, 0.05], [0.00, 0.01, 0.04], [0.39, 0.42, 0.02], [0.01, 0.01, 0.00], [0.00, 0.01, -0.01], [0.03, 0.06, -0.04], [0.01, 0.01, 0.00], [-0.02, -0.04, 0.00], [0.00, 0.00, 0.00], [-0.03, -0.01, 0.00], [0.02, 0.01, -0.01], [-0.01, 0.00, 0.00], [-0.01, 0.01, -0.03], [0.07, -0.05, -0.02], [-0.07, 0.01, -0.03], [-0.11, 0.04, 0.01], [0.00, 0.00, 0.01], [0.06, 0.01, -0.08], [0.00, -0.01, 0.06], [0.07, 0.07, 0.07], [-0.07, -0.01, 0.05], [-0.03, -0.01, -0.03], [-0.01, 0.01, 0.04], [0.14, -0.42, 0.69], [0.51, -0.25, 0.06], [-0.05, -0.04, 0.02], [-0.09, -0.03, 0.03], [-0.01, 0.01, 0.00], [-0.06, -0.32, -0.24], [0.02, 0.06, -0.01], [0.19, -0.08, -0.14], [-0.03, 0.02, 0.04], [-0.06, -0.17, -0.14], [-0.01, -0.48, 0.14], [-0.01, 0.00, 0.00], [-0.23, -0.19, -0.28], [0.31, -0.07, -0.72], [0.02, -0.01, 0.01], [0.00, 0.01, 0.02], [0.20, 0.15, -0.10], [-0.11, -0.01, -0.05], [0.04, 0.04, 0.04], [0.13, 0.11, 0.10], [-0.08, 0.01, 0.03], [0.00, -0.01, 0.00], [0.09, -0.05, 0.07], [-0.29, 0.07, -0.16], [-0.02, -0.01, -0.01], [-0.01, 0.00, -0.04], [0.01, -0.01, 0.00], [0.38, -0.43, 0.64], [0.43, -0.47, 0.76], [0.02, 0.15, -0.59], [0.00, -0.02, -0.02], [-0.10, -0.04, 0.04], [-0.28, 0.07, 0.01], [0.01, 0.00, -0.01], [0.30, 0.10, 0.31], [0.01, 0.01, -0.01], [-0.01, -0.01, -0.05], [-0.01, 0.03, 0.02], [-0.01, 0.00, -0.02], [-0.10, -0.14, 0.03], [-1.10, 1.96, -0.42], [0.02, -0.07, 0.07]], "lowdin_spin": [0.002, -0.002, 0.013, 0.005, 0.001, 0.001, 0.000, 0.000, 0.001, 0.006, 0.000, 0.000, 0.001, 0.000, 0.000, 0.000, 0.000, 0.000, 0.000, 0.000, 0.000, 0.000, 0.010, 0.000, 0.001, 0.000, 0.000, 0.000, 0.000, 0.000, 0.006, -0.001, 0.000, 0.000, 0.000, 0.016, 0.000, 0.009, 0.002, 0.002, 0.000, 0.000, 0.066, 0.015, 0.000, 0.000, 0.000, 0.000, 0.000, 0.013, 0.000, 0.000, 0.002, -0.001, 0.000, 0.000, 0.000, -0.006, -0.012, -0.004, 0.001, 0.010, -0.010, 0.000, 0.014, 0.000, 0.000, 0.000, 0.000, 0.003, 1.833, 0.001], "s_squared": 2.025, "multiplicity": 3, "max_force_ev_per_a": 2.287, "e_tot_ha": -3878.3860, "gap_ev": [5.758, 5.526], "e_lumo_ev": [1.46, 1.10], "homo_energy_ha": [-0.15782, -0.16253], "total_charge": -1}

3.
{"formula": "C22H20MnN5O4S2", "method": "wB97M-V/def2-TZVPD", "symbols": ["C", "H", "C", "O", "C", "H", "C", "C", "C", "H", "Mn", "C", "H", "H", "N", "H", "H", "C", "C", "H", "H", "C", "N", "C", "H", "N", "H", "S", "O", "S", "H", "N", "H", "O", "C", "H", "C", "C", "H", "H", "H", "H", "C", "C", "C", "C", "N", "C", "C", "H", "O", "C", "C", "H"], "xyz": [[3.734, 3.564, -0.733], [-2.780, 0.859, -1.457], [5.079, 3.869, -0.303], [0.540, -1.603, 0.176], [-0.202, -0.814, 2.272], [1.961, 0.660, 1.245], [2.976, 5.820, -0.042], [-0.802, -2.165, 2.727], [-2.470, -3.346, -2.290], [-2.276, -2.468, 1.147], [-0.457, 0.293, -2.104], [-2.224, -2.460, 2.241], [-0.122, -2.938, 2.368], [0.629, -4.667, -2.652], [-0.994, 0.055, 0.047], [-2.941, -1.721, 2.613], [1.193, -0.731, 3.882], [1.420, 4.192, -1.006], [1.234, -0.690, 2.794], [-3.511, -3.608, -2.128], [-3.717, -1.055, -1.401], [-0.181, -0.800, 0.750], [6.155, 4.108, 0.030], [2.710, 4.512, -0.600], [4.242, 1.582, -1.367], [3.163, 6.869, 0.397], [-2.551, -3.439, 2.595], [-0.467, 2.542, -2.113], [-1.046, 0.517, 4.080], [1.795, 0.422, -2.332], [2.951, 0.633, 2.706], [-1.860, 1.000, 2.036], [-0.772, -2.174, 3.818], [-2.844, 1.399, 0.060], [-0.171, -3.940, -2.589], [-3.819, -1.001, -3.158], [2.160, 2.000, -1.670], [-3.138, -0.922, -2.315], [1.407, 1.484, 2.721], [0.626, 4.927, -0.912], [1.786, -1.560, 2.436], [1.131, -2.252, -2.818], [-1.489, -4.318, -2.378], [-1.927, 0.820, 0.667], [-1.040, 0.291, 2.892], [3.450, 2.316, -1.266], [-0.835, -1.655, -2.607], [-2.109, -2.019, -2.407], [0.117, -2.600, -2.683], [-1.751, -5.366, -2.284], [-2.533, 0.371, -2.326], [1.142, 2.942, -1.545], [1.924, 0.597, 2.338], [-2.495, 1.664, 2.446]], "atomic_forces_ev_per_a": [[0.25, 0.15, 0.17], [0.07, -0.05, -0.12], [0.04, 0.03, -0.03], [-0.14, 0.23, -0.22], [-0.19, 0.07, 0.04], [0.01, 0.00, 0.08], [-0.01, 0.06, 0.02], [-0.10, -0.09, 0.02], [-0.17, -0.22, -0.01], [0.01, 0.01, 0.07], [-0.24, 0.40, 0.62], [0.13, 0.17, -0.02], [0.01, -0.01, -0.01], [-0.10, 0.05, 0.00], [-0.01, -0.25, -0.24], [0.05, -0.04, -0.03], [0.01, -0.02, 0.00], [-0.05, 0.15, -0.02], [0.16, 0.17, -0.04], [0.14, 0.02, -0.01], [-0.03, 0.04, 0.09], [-0.21, -0.02, 0.13], [-0.33, -0.10, -0.09], [-0.05, 0.26, 0.10], [-0.06, 0.06, 0.04], [-0.07, -0.41, -0.16], [0.03, 0.05, -0.01], [0.01, 0.38, -0.03], [-0.04, 0.00, -0.15], [0.11, -0.22, -0.13], [-0.06, 0.01, -0.02], [0.24, -0.28, -0.03], [0.00, -0.01, 0.02], [0.29, -0.38, -0.30], [0.05, -0.16, 0.02], [-0.13, 0.03, -0.16], [0.07, -0.03, 0.03], [0.18, 0.14, 0.15], [0.05, -0.10, -0.05], [0.12, -0.09, 0.03], [0.00, 0.01, 0.00], [0.04, 0.06, 0.05], [-0.05, -0.07, -0.03], [0.10, 0.12, 0.00], [-0.04, 0.01, 0.13], [0.15, -0.16, -0.07], [0.08, -0.49, 0.13], [0.17, 0.16, -0.08], [-0.13, 0.16, -0.07], [0.01, 0.06, 0.01], [-0.14, -0.02, 0.20], [-0.04, 0.12, -0.02], [-0.05, -0.02, 0.02], [-0.15, 0.08, 0.03]], "nbo_charge": [-0.123, 0.538, 0.267, -0.630, -0.276, 0.206, 0.268, -0.368, -0.247, 0.197, 1.224, -0.617, 0.223, 0.240, -0.818, 0.208, 0.225, -0.164, -0.362, 0.233, 0.216, 0.713, -0.280, -0.130, 0.240, -0.280, 0.222, -0.076, -0.578, -0.125, 0.224, -0.656, 0.224, -0.672, -0.246, 0.212, -0.171, -0.104, 0.209, 0.242, 0.223, 0.228, -0.111, 0.818, 0.722, -0.162, -0.573, 0.235, 0.112, 0.231, -0.775, -0.166, -0.621, 0.431], "s_squared": 6.210, "multiplicity": 5, "max_force_ev_per_a": 0.780, "e_tot_ha": -3372.6167, "gap_ev": [6.199, 7.728], "e_lumo_ev": [-2.04, -0.91], "homo_energy_ha": [-0.30284, -0.31725], "total_charge": 0}

4.
{"formula": "C4H10N2O", "method": "wB97M-V/def2-TZVPD", "symbols": ["H", "H", "H", "N", "H", "C", "C", "H", "O", "N", "H", "H", "C", "C", "H", "H", "H"], "xyz": [[-2.031, -0.456, -0.446], [0.601, 1.619, -2.361], [1.233, -1.947, 0.442], [-0.010, -0.297, 0.065], [-1.614, -1.058, 1.180], [1.032, -0.948, 0.848], [-1.283, -1.002, 0.137], [-0.532, 2.585, 0.006], [0.688, -1.017, -2.079], [0.374, 1.229, -1.450], [-1.174, -2.012, -0.276], [0.713, -1.023, 1.893], [0.411, -0.076, -1.345], [-0.191, 1.658, 0.462], [1.949, -0.353, 0.796], [0.778, 1.769, 0.939], [-0.943, 1.328, 1.188]], "atomic_forces_ev_per_a": [[0.13, -0.09, 0.07], [-0.01, 0.00, 0.06], [-0.01, 0.12, 0.10], [0.01, -0.06, -0.03], [0.07, -0.03, -0.15], [0.08, 0.01, 0.07], [-0.11, -0.01, 0.01], [0.12, -0.23, 0.04], [-0.09, 0.24, 0.26], [0.07, -0.15, -0.29], [-0.05, 0.11, 0.08], [0.04, -0.03, -0.15], [0.01, 0.13, -0.04], [-0.05, 0.08, 0.33], [-0.14, -0.11, -0.02], [-0.12, 0.01, -0.16], [0.05, -0.01, -0.17]], "nbo_charge": [0.219, 0.374, 0.222, -0.378, 0.200, -0.424, -0.425, 0.199, -0.671, -0.787, 0.221, 0.202, 0.727, -0.257, 0.215, 0.200, 0.164], "max_force_ev_per_a": 0.362, "e_tot_ha": -343.0393, "gap_ev": 9.062, "e_above_lowest_ev": 4.412, "e_lumo_ev": 0.52, "homo_energy_ha": -0.31410, "total_charge": 0}